8 unconnected molecules or ions with the total composition C26H74N10O8 in a non-equilibrium geometry, computed with ωB97M-V with the def2-TZVPD basis set.

Each line ends with the Mulliken charge.
CARTESIAN COORDINATES (ANGSTROEM)
O1 1.596288 2.583874 7.204265  -0.27
O2 -2.318086 6.387533 3.589789  -0.66
O3 5.003782 -1.181875 -5.801259  -0.66
O4 8.563241 1.558926 3.281541  -0.31
O5 3.046556 -8.042415 2.363043  -0.34
O6 -5.962318 -2.844221 -10.524295  -0.33
O7 -0.423574 1.602041 -0.982461  -0.30
O8 -7.977358 4.212141 -2.587933  -0.31
N1 -7.974650 7.852111 -2.088553  -0.67
N2 0.943027 -0.345220 9.469467  -0.72
N3 2.216294 -8.995546 4.883634  -0.72
N4 -5.606360 -1.476221 -7.014344  -0.68
N5 6.246505 0.520799 -6.482655  -0.41
N6 -1.453024 4.580243 2.634382  -0.32
N7 5.559253 -0.751269 -7.903704  -0.44
N8 7.298299 -1.771796 3.214854  -0.72
N9 1.875050 -1.340570 -0.586709  -0.68
N10 -2.825524 5.830412 1.517325  -0.37
C1 -5.868525 -1.395455 -8.455962  0.52
C2 0.902269 0.492025 8.268583  0.39
C3 1.424293 1.933628 8.460331  -0.75
C4 -0.543912 0.317513 7.768984  -1.34
C5 -4.863286 -0.302904 -9.016275  -1.26
C6 8.202524 -0.729707 2.951796  0.48
C7 -1.516206 1.029193 -1.717821  -0.81
C8 -5.757229 -2.834933 -9.097780  -0.77
C9 0.406646 -0.616899 1.121464  -1.33
C10 1.726784 -7.948518 2.708928  -0.76
C11 7.590515 0.580756 3.529012  -0.72
C12 -5.296179 -3.968871 -11.079202  -0.75
C13 0.794849 0.824031 -1.035365  -0.79
C14 -8.312203 5.427250 -1.902359  -0.75
C15 5.520827 -0.507706 -6.664379  0.67
C16 8.359714 -0.713200 1.431492  -1.49
C17 2.330425 -6.451063 4.827922  -1.25
C18 -6.432004 6.674886 -3.466904  -1.29
C19 1.670167 -7.763787 4.247093  0.49
C20 3.223110 -8.202385 0.910964  -0.79
C21 -8.152944 3.054126 -1.733808  -0.73
C22 0.657227 -0.602980 -0.430850  0.41
C23 -2.220944 5.641912 2.636744  0.63
C24 2.003008 3.950971 7.222669  -0.72
C25 8.264023 2.844870 3.792911  -0.75
C26 -7.838266 6.684130 -2.840603  0.42
H1 -8.637046 7.739986 -1.334394  0.26
H2 7.287765 3.201755 3.464794  0.31
H3 9.138084 -0.840750 3.499962  0.24
H4 6.602394 -1.715465 2.485034  0.28
H5 1.160950 -8.842806 2.447845  0.35
H6 2.962595 -9.153920 0.447482  0.30
H7 -2.180975 1.824797 -2.054269  0.24
H8 -3.841343 -0.658947 -8.886003  0.32
H9 4.246688 -8.121585 0.545070  0.28
H10 0.737193 2.500684 9.088368  0.34
H11 -5.707280 -4.928376 -10.765454  0.28
H12 6.754126 -1.613570 4.050880  0.27
H13 7.467079 0.400520 4.596896  0.35
H14 -9.379189 5.525944 -1.702555  0.38
H15 -5.280983 -3.923625 -12.168162  0.29
H16 0.603214 -7.664234 4.446554  0.24
H17 2.390251 2.002886 8.960569  0.41
H18 -0.769505 4.397218 3.355091  0.20
H19 -2.557784 5.261138 0.727176  0.17
H20 3.030447 -9.316662 4.379511  0.28
H21 1.612697 1.351228 -0.544140  0.37
H22 2.082240 -1.086194 -1.541948  0.26
H23 -1.299246 4.135463 1.740729  0.12
H24 -6.541661 -3.499546 -8.735765  0.33
H25 -4.230438 -3.882285 -10.867542  0.33
H26 8.593357 -1.705055 1.044517  0.45
H27 -7.158318 8.028019 -1.520441  0.27
H28 6.684965 1.026285 3.117225  0.38
H29 2.477128 -6.459807 5.907974  0.35
H30 -4.968516 0.655898 -8.508608  0.35
H31 -8.182074 2.165426 -2.364255  0.24
H32 -3.200981 6.758729 1.385621  0.22
H33 -6.372179 5.759771 -4.056048  0.32
H34 8.979100 3.539244 3.351765  0.25
H35 -1.958266 0.301231 -1.037559  0.29
H36 6.429113 1.124161 -7.271778  0.18
H37 -6.202205 7.495080 -4.147034  0.37
H38 -7.384869 3.028687 -0.960818  0.29
H39 6.545669 0.898195 -5.594850  0.19
H40 2.328453 4.200299 6.212703  0.22
H41 -4.765975 -3.201476 -8.831021  0.43
H42 -5.645838 6.674359 -2.711898  0.31
H43 1.559771 -2.300069 -0.579261  0.28
H44 -5.952685 -0.734108 -6.423224  0.22
H45 2.567224 -8.791493 5.808473  0.24
H46 -8.569637 6.645113 -3.647870  0.20
H47 -0.882772 1.005810 6.994702  0.35
H48 -0.036775 -1.591716 1.324483  0.35
H49 -9.124415 3.141612 -1.247303  0.30
H50 1.172640 4.619313 7.450475  0.29
H51 -0.434671 0.025614 1.381180  0.30
H52 0.480210 -1.238166 9.376955  0.29
H53 6.357464 -0.368453 -8.389912  0.21
H54 -1.196302 0.515839 8.619374  0.33
H55 3.263964 -6.278674 4.292307  0.30
H56 -1.278841 0.528899 -2.656691  0.34
H57 1.135270 0.811144 -2.070758  0.43
H58 1.261264 -0.357021 1.746122  0.34
H59 -5.027936 -0.195377 -10.088390  0.31
H60 -0.222238 -1.083147 -0.859897  0.29
H61 1.687454 -5.581128 4.694140  0.32
H62 1.545967 0.026471 7.522252  0.24
H63 -6.884633 -1.048881 -8.644384  0.21
H64 2.854059 4.107575 7.885456  0.31
H65 1.209430 -7.105586 2.250772  0.41
H66 2.715710 -7.368394 0.426078  0.30
H67 0.402770 0.269848 10.061003  0.29
H68 -7.800504 5.513522 -0.943812  0.38
H69 -0.762571 -0.688050 7.409622  0.35
H70 5.000726 -1.568755 -8.103342  0.24
H71 -6.004548 -2.313824 -6.614400  0.21
H72 8.373006 2.870287 4.877151  0.28
H73 7.477094 -0.541793 0.815294  0.38
H74 9.183589 -0.104939 1.058214  0.34

Forces on atoms 1 to 6 (eV/Å):
O -0.37 -0.30 -0.41
O -0.29 0.76 0.97
O -1.05 -0.70 0.90
O 0.73 0.99 0.26
O 2.04 -0.74 -2.75
O 0.61 0.08 0.46

Relative energy (zero: lowest compared OMol25 entry of this formula, charge and spin)   5.960 eV
Calculated total energy   -59436.977 eV
Lowest unoccupied orbital energy   0.2 eV
Orbital gap   9.22 eV
SMILES string   COC[C@H](C)N.COC[C@H](C)N.COC[C@H](C)N.COC[C@H](C)N.COC[C@H](C)N.COC[C@H](C)N.NC(N)=O.NC(N)=O
Maximum force   8.1 eV/A
HOMO energy   -9.030 eV